w) {"formula": "C4H14N", "method": "ωB97M-V/def2-TZVPD", "gap_ev": 10.4, "total_charge": 1, "elements": ["C", "N", "H", "H", "H", "H", "H", "H", "C", "C", "C", "H", "H", "H", "H", "H", "H", "H", "H"], "coordinates": [[1.67, 2.63, -1.48], [0.77, 1.41, -1.61], [1.85, 2.87, -0.44], [2.58, 2.37, -2.01], [1.23, 3.37, -2.14], [0.08, 1.43, -0.85], [1.27, 0.55, -1.37], [0.17, 1.32, -2.42], [-1.86, -1.45, 2.01], [-0.41, -1.30, 1.50], [-0.22, -1.62, 0.03], [-2.05, -0.80, 2.86], [-2.15, -2.47, 2.24], [-2.59, -1.19, 1.24], [0.34, -1.88, 2.03], [-0.26, -0.24, 1.75], [0.22, -0.75, -0.48], [0.49, -2.38, -0.32], [-1.12, -1.86, -0.54]]}

x) {"formula": "C4H14N", "method": "ωB97M-V/def2-TZVPD", "gap_ev": 9.6, "total_charge": 1, "elements": ["C", "C", "H", "H", "H", "H", "H", "H", "C", "C", "N", "H", "H", "H", "H", "H", "H", "H", "H"], "coordinates": [[-1.42, 1.72, 0.43], [-1.91, 2.96, 1.07], [-1.44, 0.81, 0.97], [-2.16, 1.55, -0.42], [-0.43, 1.81, -0.04], [-1.98, 3.81, 0.47], [-1.04, 3.24, 1.71], [-2.84, 3.04, 1.63], [0.67, -1.22, -0.21], [1.43, -0.73, -1.41], [1.17, -2.61, 0.12], [0.80, -0.50, 0.73], [-0.39, -1.17, -0.46], [2.39, -0.20, -1.18], [0.88, 0.08, -2.05], [2.13, -2.66, 0.50], [0.64, -3.16, 1.00], [1.01, -3.30, -0.63], [1.59, -1.47, -2.30]]}

Energies relative to the most stable structure, in eV: w) 0.000; x) 0.679.

w) {"formula": "C4H12OS", "method": "ωB97M-V/def2-TZVPD", "gap_ev": 9.6, "smiles": "CCCSC.O", "total_charge": 0, "elements": ["C", "C", "C", "S", "C", "H", "H", "H", "H", "H", "H", "H", "H", "H", "H", "O", "H", "H"], "coordinates": [[2.06, 1.27, -0.87], [0.63, 1.66, -1.22], [-0.41, 0.92, -0.41], [-0.23, -0.91, -0.48], [-1.91, -1.41, -0.02], [2.36, 1.62, 0.10], [2.79, 1.59, -1.61], [2.13, 0.17, -0.83], [0.47, 2.72, -1.03], [0.50, 1.52, -2.29], [-0.40, 1.18, 0.65], [-1.42, 1.11, -0.77], [-1.90, -2.49, -0.05], [-2.63, -1.00, -0.72], [-2.16, -1.05, 0.98], [0.39, -0.69, 2.90], [-0.04, 0.14, 2.63], [0.21, -1.30, 2.18]]}

x) {"formula": "C4H12OS", "method": "ωB97M-V/def2-TZVPD", "gap_ev": 9.6, "smiles": "CCO.CCS", "total_charge": 0, "elements": ["C", "C", "O", "H", "H", "H", "H", "H", "H", "C", "C", "S", "H", "H", "H", "H", "H", "H"], "coordinates": [[-0.83, -2.98, -1.35], [-0.91, -1.59, -0.64], [0.34, -1.28, -0.06], [0.14, -2.97, -1.87], [-1.56, -3.00, -2.14], [-0.81, -3.81, -0.65], [-1.03, -0.88, -1.47], [-1.85, -1.61, -0.08], [0.94, -2.01, -0.16], [0.52, 2.79, 1.86], [0.76, 1.67, 0.84], [-0.18, 1.95, -0.80], [0.32, 3.73, 1.35], [-0.30, 2.54, 2.53], [1.40, 2.73, 2.53], [0.40, 0.71, 1.17], [1.76, 1.66, 0.39], [0.89, 2.37, -1.46]]}

y) {"formula": "C4H12OS", "method": "ωB97M-V/def2-TZVPD", "gap_ev": 9.3, "smiles": "CCCSC.O", "total_charge": 0, "elements": ["C", "C", "C", "S", "C", "H", "H", "H", "H", "H", "H", "H", "H", "H", "H", "O", "H", "H"], "coordinates": [[-0.39, -1.02, 1.94], [0.59, -0.41, 0.90], [-0.28, -0.16, -0.36], [0.66, -0.31, -1.99], [2.20, 0.52, -1.52], [-1.31, -0.43, 1.90], [-0.01, -1.00, 2.95], [-0.62, -2.05, 1.62], [0.93, 0.53, 1.36], [1.45, -1.04, 0.69], [-0.85, -1.09, -0.39], [-0.70, 0.83, -0.26], [2.01, 1.58, -1.46], [2.87, 0.31, -2.37], [2.69, 0.19, -0.60], [-3.18, 1.22, -0.43], [-2.84, 0.45, -0.88], [-3.22, 1.90, -1.11]]}

z) {"formula": "C4H12OS", "method": "ωB97M-V/def2-TZVPD", "gap_ev": 10.0, "smiles": "CCO.CCS", "total_charge": 0, "elements": ["C", "C", "O", "H", "H", "H", "H", "H", "H", "C", "C", "S", "H", "H", "H", "H", "H", "H"], "coordinates": [[3.03, 0.65, 4.06], [1.98, -0.40, 3.71], [1.74, -1.23, 4.82], [2.67, 1.35, 4.84], [3.88, 0.26, 4.63], [3.26, 1.38, 3.29], [2.19, -0.88, 2.74], [1.04, 0.14, 3.51], [2.52, -1.73, 4.99], [-2.33, -0.74, -4.73], [-2.19, 0.29, -3.59], [-3.83, 0.92, -3.13], [-1.34, -1.06, -5.07], [-2.69, -0.37, -5.70], [-3.00, -1.52, -4.39], [-1.76, -0.29, -2.77], [-1.40, 0.97, -3.88], [-3.77, 2.27, -3.33]]}

Energies relative to the most stable structure, in eV: w) 0.000; x) 1.115; y) 0.492; z) 1.049.

w) {"formula": "C6H14N2O2S", "method": "ωB97M-V/def2-TZVPD", "gap_ev": 8.8, "total_charge": 0, "elements": ["C", "C", "C", "C", "C", "C", "N", "N", "O", "O", "S", "H", "H", "H", "H", "H", "H", "H", "H", "H", "H", "H", "H", "H", "H"], "coordinates": [[-0.22, 2.23, 0.94], [-0.78, 1.03, 1.04], [0.12, -2.06, 0.67], [-1.35, 0.85, -1.51], [0.28, -1.01, -0.33], [-1.32, 0.34, -0.07], [-2.54, -0.37, 0.25], [3.08, -0.69, -0.29], [1.70, 1.19, -1.15], [1.73, 0.62, 1.26], [1.65, 0.17, -0.09], [0.06, 2.89, 1.73], [0.03, 2.67, 0.07], [-1.10, 0.62, 2.05], [-0.93, -2.39, 0.64], [0.26, -1.68, 1.69], [0.95, -2.82, 0.64], [-1.71, 1.87, -1.56], [-1.95, 0.19, -2.13], [-0.25, 0.90, -1.79], [0.23, -1.14, -1.40], [-3.01, -0.86, -0.57], [-2.33, -1.29, 0.76], [3.88, -0.55, 0.29], [3.52, -0.74, -1.15]]}

x) {"formula": "C6H14N2O2S", "method": "ωB97M-V/def2-TZVPD", "gap_ev": [8.0, 8.0], "total_charge": 0, "elements": ["C", "C", "C", "C", "C", "C", "N", "N", "O", "O", "S", "H", "H", "H", "H", "H", "H", "H", "H", "H", "H", "H", "H", "H", "H"], "coordinates": [[2.38, -0.77, 0.70], [1.79, 0.39, 0.32], [-1.67, 1.18, 0.67], [1.20, -0.33, -2.04], [-0.98, 0.13, -0.05], [1.08, 0.70, -0.88], [0.79, 2.00, -1.25], [-2.48, -1.67, 1.06], [-0.19, -2.37, 0.34], [-0.41, -0.88, 2.22], [-0.87, -1.24, 0.92], [2.66, -0.93, 1.83], [2.29, -1.65, 0.13], [2.01, 1.26, 0.93], [-1.72, 0.72, 1.64], [-2.53, 1.52, 0.21], [-1.06, 2.04, 0.81], [2.05, -0.04, -2.67], [0.28, -0.25, -2.53], [1.29, -1.34, -1.66], [-1.26, -0.22, -1.09], [-0.01, 2.20, -1.79], [1.04, 2.72, -0.58], [-2.55, -2.24, 1.93], [-3.15, -0.92, 0.82]]}

Energies relative to the most stable structure, in eV: w) 0.170; x) 0.000.

w) {"formula": "C5H5BrFN", "method": "ωB97M-V/def2-TZVPD", "gap_ev": 9.0, "smiles": "C=N/C=C(/F)Br.C#C", "total_charge": 0, "elements": ["C", "N", "C", "C", "F", "Br", "H", "H", "H", "C", "C", "H", "H"], "coordinates": [[-0.28, -1.78, -0.59], [0.17, -1.40, 0.47], [0.44, -0.25, 1.03], [1.57, 0.40, 1.08], [1.94, 1.29, 1.97], [3.02, -0.02, -0.10], [-0.33, -2.89, -0.64], [-0.20, -1.18, -1.54], [-0.32, 0.14, 1.65], [-1.58, 2.25, -0.05], [-0.55, 2.07, -0.68], [-2.48, 2.38, 0.50], [0.30, 2.07, -1.23]]}

x) {"formula": "C5H5BrFN", "method": "ωB97M-V/def2-TZVPD", "gap_ev": [9.1, 3.4], "total_charge": 0, "elements": ["C", "C", "C", "C", "C", "N", "F", "Br", "H", "H", "H", "H", "H"], "coordinates": [[-1.17, 0.11, -1.12], [-1.74, -0.08, 0.16], [0.28, -0.09, 1.10], [0.92, 0.63, 0.01], [0.17, 0.38, -1.29], [-1.00, -0.24, 1.30], [0.81, 0.36, -2.45], [4.57, 0.62, 2.30], [-1.82, 0.30, -2.05], [-2.79, 0.07, 0.41], [0.90, -0.42, 1.97], [0.80, 1.78, 0.22], [2.02, 0.22, -0.07]]}

Energies relative to the most stable structure, in eV: w) 1.073; x) 0.000.